This record from OMol25 describes a structure of composition C6H10IN2O2. The level of theory is ωB97M-V/def2-TZVPD.

Geometry as XYZ:
```
21
Properties=species:S:1:pos:R:3:lowdin_charge:R:1
C -0.5567 -1.4355 -1.4160 -0.0188
C -0.1020 -1.8151 -0.1923 -0.0313
C 1.0881 0.2099 0.4678 -0.5614
C -0.9178 -0.1354 -1.8279 -0.0975
C 2.2653 0.0352 2.5716 -0.0286
C -2.0435 1.9082 -1.6014 -0.0104
N 0.8610 0.8216 -0.6302 -0.4135
N 0.4744 -1.0015 0.7261 0.1422
O 1.9179 0.7106 1.3696 -0.0975
O -1.6357 0.6414 -1.1066 -0.0393
I 1.9069 2.4755 -1.0961 0.9341
H -0.6425 -2.2003 -2.1768 0.1285
H -0.0703 -2.8668 0.0589 0.1445
H -0.7647 0.1255 -2.8780 0.1607
H 2.9685 0.7016 3.0690 0.1120
H 2.7666 -0.9145 2.3676 0.1073
H 1.3955 -0.1090 3.2173 0.1054
H -1.7898 2.6522 -0.8460 0.1046
H -3.1280 1.8931 -1.7328 0.1130
H -1.5527 2.1521 -2.5442 0.1014
H 0.7106 -1.4223 1.6178 0.1445
```

Output
Energy relative to the best compared isomer or geometry (same formula, charge and spin) ... 20.9 kcal/mol
Charge ... +1
Energy ... -791.9833 hartree
Orbital gap ... 7.94 eV
Molecular weight ... 269.06 g mol⁻¹
HOMO ... -12.448 eV
LUMO energy ... -4.51 eV

This record from OMol25 describes a cluster of 2 separate species, C6H10N in total. The level of theory is ωB97M-V/def2-TZVPD.

Geometry as XYZ:
```
17
Properties=species:S:1:pos:R:3:lowdin_charge:R:1
C 5.6968 0.2779 0.0738 -0.0466
C -0.0496 -0.6196 -0.1814 0.1327
C -1.0691 0.1584 -0.0407 -0.2582
C 1.1009 -1.3966 -0.1051 0.0187
C -2.3654 -0.5921 0.2073 0.0139
C -1.2644 1.6495 -0.1047 -0.0056
N 4.5661 0.0628 0.0595 0.0441
H 6.7181 0.5320 0.0581 0.0542
H 1.5199 -1.5999 0.8845 0.1360
H 1.8042 -0.4910 -0.0744 0.1608
H 1.2827 -1.8790 -1.0659 0.1258
H -2.6554 -0.4078 1.2369 0.1056
H -2.2050 -1.5823 0.0119 0.0601
H -3.1869 0.0858 -0.2868 0.1552
H -0.3585 2.3342 -0.2940 0.1297
H -1.7430 1.8865 0.7517 0.0541
H -1.8086 1.9968 -1.0133 0.1196
```

Output
Energy relative to the best compared isomer or geometry (same formula, charge and spin) ... 77.5 kcal/mol
Charge ... +1
Energy ... -288.9595 hartree
Orbital gap ... 9.76 eV
Molecular weight ... 96.15 g mol⁻¹
HOMO ... -15.100 eV
LUMO energy ... -5.34 eV

This record from OMol25 describes a structure of composition C6H10N. The level of theory is ωB97M-V/def2-TZVPD.

Geometry as XYZ:
```
17
Properties=species:S:1:pos:R:3:lowdin_charge:R:1
C -1.9699 -1.0699 -0.0070 -0.0006
C -2.0581 0.7551 -0.6724 -0.1677
C -0.7437 -0.1721 -0.6878 -0.1090
C 0.3552 0.0188 0.2360 -0.1524
C 1.3491 -1.0804 0.2706 -0.0137
C 0.7935 1.0930 1.0514 0.0155
N -2.9004 -0.1684 0.0006 0.1059
H -1.9674 -2.1175 0.3365 0.1343
H -1.9896 1.7660 -0.0673 0.1641
H -2.3897 0.8165 -1.7028 0.1235
H -0.5095 -0.5489 -1.6416 0.1461
H 1.7684 -1.2789 1.2373 0.0951
H 2.2375 -0.8288 -0.3800 0.1556
H 0.9108 -2.0654 0.0905 0.1084
H 1.1412 0.6108 2.0293 0.1553
H 0.1296 1.7874 1.4105 0.0721
H 1.8002 1.4520 0.7142 0.1674
```

Output
Energy relative to the best compared isomer or geometry (same formula, charge and spin) ... 73.0 kcal/mol
Charge ... +1
Energy ... -288.9666 hartree
Orbital gap (spin up / spin down) ... 8.72 / 8.72 eV
Molecular weight ... 96.15 g mol⁻¹
HOMO (spin up / spin down) ... -15.134 / -15.134 eV
LUMO energy (spin up / spin down) ... -6.41 / -6.41 eV

This record from OMol25 describes the ion C6H10N with charge +1. The level of theory is ωB97M-V/def2-TZVPD.

Geometry as XYZ:
```
17
Properties=species:S:1:pos:R:3:lowdin_charge:R:1
C -0.5534 0.1704 0.3240 -0.0839
C 0.0024 -0.2480 2.6968 0.1891
C 0.3577 0.0739 -0.9559 -0.1429
C -1.9059 0.0345 0.9347 0.0740
C 1.8046 -0.1672 -0.7703 -0.0361
C -0.2111 0.3251 -2.2267 -0.0459
N -0.5925 -0.0621 1.6016 -0.0708
H -0.5579 -0.6055 3.4900 0.0932
H 1.0694 -0.0363 2.8007 0.1259
H -2.5006 0.9633 1.0500 0.1429
H -2.4194 -0.8744 0.8682 0.1080
H 2.2198 0.6018 -0.2077 0.0720
H 2.2150 -0.9649 -0.1541 0.0982
H 2.3339 -0.2737 -1.7977 0.1380
H -0.4400 -0.6354 -2.7213 0.1350
H -1.1813 0.7267 -2.0493 0.0871
H 0.3592 0.9716 -2.8828 0.1161
```

Output
Energy relative to the best compared isomer or geometry (same formula, charge and spin) ... 77.7 kcal/mol
Charge ... +1
Energy ... -288.9591 hartree
Orbital gap (spin up / spin down) ... 7.65 / 7.65 eV
Molecular weight ... 96.15 g mol⁻¹
Structure (SMILES) ... C=[N+]1CC1=C(C)C
HOMO (spin up / spin down) ... -13.025 / -13.024 eV
LUMO energy (spin up / spin down) ... -5.37 / -5.37 eV

This record from OMol25 describes the ion C6H10N with charge +1. The level of theory is ωB97M-V/def2-TZVPD.

Geometry as XYZ:
```
17
Properties=species:S:1:pos:R:3:lowdin_charge:R:1
C -1.4015 -0.0196 0.0342 -0.3027
C -2.6524 -0.0992 0.2045 0.1111
C -0.4208 -0.9597 -0.5501 -0.0154
C -0.2767 0.8133 0.5949 -0.0563
C 0.7878 -0.0535 0.0714 -0.3306
C 2.1397 -0.4209 0.5060 -0.0018
N 0.4297 1.1868 -0.6454 0.1666
H -3.2728 0.5690 0.7424 0.0802
H -3.1308 -1.0257 -0.2165 0.1201
H -0.7243 -1.9661 -0.1458 0.1536
H -0.1889 -1.0825 -1.6596 0.1471
H -0.1157 1.6109 1.3611 0.1880
H 2.7544 0.4264 0.6204 0.0577
H 2.7961 -1.0483 -0.2590 0.1439
H 2.0904 -1.0097 1.5340 0.1516
H 0.0430 1.1683 -1.6060 0.2010
H 1.1428 1.9106 -0.5864 0.1861
```

Output
Energy relative to the best compared isomer or geometry (same formula, charge and spin) ... 47.8 kcal/mol
Charge ... +1
Energy ... -289.0067 hartree
Orbital gap ... 11.15 eV
Molecular weight ... 96.15 g mol⁻¹
Structure (SMILES) ... C=C1C[C@@]2(C)[NH2+][C@@H]12
HOMO ... -14.398 eV
LUMO energy ... -3.25 eV

This record from OMol25 describes the ion C6H10N with charge +1. The level of theory is ωB97M-V/def2-TZVPD.

Geometry as XYZ:
```
17
Properties=species:S:1:pos:R:3:mulliken_spin:R:1
C 2.2585 -1.5898 -0.5479 0.1746
C 1.2585 -2.0186 0.1012 0.8101
C 0.0437 -1.8097 0.6237 -0.0028
C -0.2143 -0.2597 0.1833 0.0615
C -1.6953 -0.1672 0.4032 0.1267
C 0.5334 1.9195 -0.5198 0.0440
N 0.5990 0.5577 -0.2085 0.5599
H 3.0519 -1.9555 -1.1226 0.0301
H -0.6878 -2.3929 0.2378 0.0383
H 0.0327 -1.8218 1.6486 0.0119
H -1.9389 -0.3910 1.5204 0.0004
H -2.2184 -0.9218 -0.3379 -0.0048
H -1.9800 0.9618 0.0756 0.0046
H 0.1788 2.5537 0.3131 0.0123
H 1.5537 2.4316 -0.9027 0.0382
H -0.1733 2.1542 -1.2380 0.0215
H 1.9718 -0.5167 -0.4719 0.0734
```

Output
Energy relative to the best compared isomer or geometry (same formula, charge and spin) ... 120.0 kcal/mol
Charge ... +1
2S+1 ... 3
Energy ... -288.8177 hartree
Orbital gap (spin up / spin down) ... 7.37 / 5.72 eV
Molecular weight ... 96.15 g mol⁻¹
HOMO (spin up / spin down) ... -11.297 / -14.247 eV
LUMO energy (spin up / spin down) ... -3.92 / -8.53 eV